(1)
{
  "formula": "C16H26Br12F3NOTa",
  "method": "ωB97M-V with the def2-TZVPD basis set",
  "elements": ["C", "C", "C", "C", "Ta", "Br", "H", "Br", "H", "C", "H", "C", "H", "H", "H", "C", "H", "H", "Br", "H", "Br", "H", "Br", "H", "H", "H", "Br", "C", "H", "H", "H", "Br", "Br", "C", "H", "Br", "C", "F", "Br", "C", "H", "H", "F", "H", "H", "H", "C", "H", "C", "Br", "C", "N", "Br", "H", "F", "O", "C", "C", "H", "H"],
  "positions_angstrom": [[-1.366, -6.364, 0.973], [0.204, -0.495, -2.369], [-2.452, -5.952, 2.075], [-1.105, -3.494, -1.456], [-1.438, -1.229, -0.913], [6.238, 4.985, 0.185], [2.076, 2.223, -1.136], [-6.173, -1.236, -0.810], [1.345, 4.559, 1.810], [-6.126, -1.024, -2.738], [-0.285, -6.156, 1.324], [1.131, 1.619, -0.874], [-2.729, -1.843, 0.296], [1.072, 0.768, 4.628], [-1.749, -3.737, -2.388], [1.150, 3.511, 2.192], [-0.157, -1.441, 0.423], [1.450, 0.734, -0.224], [4.696, -2.032, 0.608], [2.447, 7.511, -2.135], [2.204, -4.021, 0.944], [-1.859, 0.508, -0.338], [-5.400, 0.699, -3.257], [-0.949, 2.382, -0.214], [-1.006, -3.942, 0.745], [-0.418, 1.725, -2.611], [1.896, 9.813, -1.370], [0.498, 1.107, -2.271], [1.201, -1.013, -2.101], [1.313, 1.315, -3.071], [0.337, 3.691, -0.212], [3.549, 3.901, 1.600], [1.883, 7.031, 0.237], [1.449, 2.952, 3.608], [4.937, 2.900, -0.213], [2.142, -1.110, 2.326], [0.160, 2.562, -0.019], [-2.525, -7.061, 3.005], [-5.195, -2.490, -3.602], [3.244, -2.608, 1.761], [-2.710, -4.038, 0.057], [-7.157, -1.053, -3.086], [-3.764, -5.807, 1.561], [-0.002, -3.669, -1.699], [3.698, -3.026, 2.658], [-1.471, -7.502, 0.823], [4.622, 3.926, -0.024], [-2.711, -1.013, -2.234], [-1.608, -4.321, -0.151], [3.587, 4.495, -1.564], [1.659, 7.890, -1.486], [0.549, 2.393, 1.441], [-0.032, 7.420, -2.311], [0.019, 0.195, 2.024], [-2.079, -4.831, 2.878], [-1.583, -5.774, -0.333], [0.429, 1.219, 2.300], [0.980, 1.448, 3.724], [1.944, 3.497, 4.479], [-0.061, -0.699, -3.477]],
  "forces_ev_per_a": [[-0.0385, -0.7357, -1.0995], [0.5555, 1.0299, -0.0405], [-0.2476, -0.6768, 1.3120], [-0.9437, -0.5792, 0.8797], [0.9694, -0.6896, -1.5192], [-0.0895, -0.0577, -0.1634], [-1.4021, -0.9730, 0.6083], [0.0890, 0.0480, -0.4272], [-1.2194, -1.9034, 0.4841], [-0.0467, -0.0429, 0.0438], [-1.8636, -0.0627, -0.0589], [-0.3515, 0.2729, -0.6546], [0.1400, 0.2131, -0.0506], [-0.2853, 0.9737, -1.6428], [0.9840, 0.1970, 1.4577], [-1.5891, -4.1527, 4.1427], [-0.0859, 0.2264, 0.2170], [-0.5560, 1.1137, -0.9156], [-0.2309, -0.0609, 0.1301], [-0.1903, 0.0866, 0.1918], [0.1075, 0.2077, 0.0100], [-0.0999, -0.4228, 0.1830], [-0.1269, -0.3174, 0.1003], [1.6093, -0.1664, 0.5267], [-0.5664, -0.9012, -1.0968], [1.3026, -0.9533, 0.8197], [-0.0692, -0.3318, -0.0021], [0.8823, -0.1066, -0.8578], [-1.3666, 0.6034, -0.5862], [-1.2920, -0.1346, 1.1460], [-0.1021, -1.8628, 0.1214], [1.9186, -0.3406, -1.3384], [-0.1716, 0.4247, -0.2066], [-1.5116, -1.2855, -2.2592], [-0.1016, 0.2774, -0.0110], [0.9244, -0.5830, -0.2749], [0.6459, 0.2515, 0.1889], [0.0166, 2.3633, -1.7188], [-0.2043, 0.2699, 0.1696], [-0.1323, -0.0316, 0.3740], [1.8047, -0.3901, -0.3413], [0.3159, 0.0152, 0.0869], [3.1554, 0.0085, 1.3656], [-1.3764, 0.0680, 0.3929], [-0.0588, 0.0767, -0.3052], [0.0221, 1.7778, 0.4112], [0.4211, 0.0798, 0.3084], [-0.2414, 0.1525, 0.0379], [-0.6771, 1.9025, -1.4363], [0.3152, -0.1337, 0.0659], [0.0514, -0.1476, -0.0033], [0.5434, 0.7125, 3.1884], [0.3187, 0.0936, 0.1952], [0.1975, 2.0316, -0.4406], [-1.3170, -2.5269, -2.0444], [0.6535, 0.1683, 2.5190], [1.2418, 1.1938, 2.9669], [-0.2731, 4.2254, -5.2459], [-0.8263, -0.5755, -1.5966], [0.4689, 0.0806, 1.6923]],
  "mulliken_charge": [-0.35, -1.06, 0.83, -1.16, 0.76, -0.10, -0.38, 0.00, 0.39, -0.36, 0.14, 0.69, -0.17, 0.38, 0.29, -0.72, -0.27, -0.11, -0.06, 0.32, 0.01, -0.19, -0.02, 0.19, 0.29, 0.23, -0.05, -0.63, 0.30, 0.31, 0.12, 0.15, 0.07, -0.39, 0.40, 0.09, -0.21, -0.30, -0.01, -0.41, 0.22, 0.35, -0.24, 0.21, 0.36, 0.31, -0.33, -0.01, -0.15, -0.09, -0.30, 0.29, -0.02, 0.81, -0.23, -0.42, -0.77, -0.70, 0.31, 0.38],
  "charge": -1,
  "orbital_gap_ha": 0.242
}

---

(2)
{
  "formula": "C4H5Br2FNO3",
  "method": "ωB97M-V with the def2-TZVPD basis set",
  "elements": ["N", "C", "H", "H", "H", "O", "H", "Br", "C", "Br", "O", "C", "H", "O", "F", "C"],
  "positions_angstrom": [[-3.410, -0.684, 0.372], [2.482, -0.803, 0.274], [2.284, -1.853, 0.058], [3.393, -0.505, -0.252], [-3.105, -1.575, 0.757], [-2.250, 1.662, -0.113], [2.679, -0.669, 1.337], [1.627, 1.894, 0.459], [-1.812, 0.682, -0.632], [0.103, -2.039, -1.549], [-2.438, -0.509, -0.683], [1.364, 0.101, -0.140], [-3.186, 0.038, 1.058], [-0.643, 0.626, -1.313], [2.592, 3.895, 1.236], [0.321, -0.262, -0.868]],
  "forces_ev_per_a": [[-0.0595, 0.0304, -0.2530], [-0.0208, -0.1265, -0.1435], [-0.0002, 0.0531, 0.0475], [-0.0397, 0.0185, 0.0236], [-0.0004, 0.0643, 0.0598], [0.1055, -0.1454, 0.0131], [-0.0361, -0.0221, -0.0181], [0.5115, 0.3813, 0.1358], [-0.0623, 0.0074, 0.0330], [0.0174, -0.0934, -0.1582], [0.2627, -0.0652, 0.4183], [-0.1393, -0.0210, 0.1256], [-0.0725, 0.0507, -0.0514], [-0.1532, 0.2415, -0.1572], [-0.2731, -0.1131, -0.0613], [-0.0400, -0.2607, -0.0140]],
  "mulliken_charge": [-0.46, -1.27, 0.38, 0.30, 0.28, -0.51, 0.32, -0.01, 0.66, -0.23, -0.16, 0.58, 0.26, -0.31, -0.85, 0.04],
  "charge": -1,
  "orbital_gap_ha": 0.257
}

---

(3)
{
  "formula": "C3H11N3",
  "method": "ωB97M-V with the def2-TZVPD basis set",
  "elements": ["H", "H", "C", "H", "N", "N", "H", "H", "H", "C", "H", "H", "N", "H", "H", "H", "C"],
  "positions_angstrom": [[-0.307, -2.030, -1.187], [-2.558, -0.846, -1.262], [-1.302, 1.654, 0.202], [2.099, 0.498, 1.088], [3.107, 0.298, 1.194], [-1.366, 0.380, -0.035], [-0.333, 2.219, 0.179], [-2.847, -0.905, 0.667], [-2.159, 2.192, 0.179], [-2.701, -0.341, -0.272], [-3.490, 0.314, -0.323], [3.149, -0.661, 1.359], [-0.364, -0.354, 0.229], [3.640, 0.568, 0.324], [-1.450, -2.207, 0.152], [0.559, -2.146, 0.303], [-0.376, -1.769, -0.076]],
  "forces_ev_per_a": [[0.0219, 0.6270, 0.7825], [-0.4496, -0.1136, 1.3196], [2.4404, 0.9657, -0.8765], [0.7923, 0.0509, -0.2775], [-0.2119, 2.4470, -1.2028], [-1.5648, -1.0341, 0.9590], [-0.9938, -1.2055, 0.3773], [0.0411, -0.4171, -1.0210], [-2.5413, 1.4358, -0.2089], [2.7011, -0.4585, 0.0255], [-1.5820, 1.9618, -0.3412], [0.4621, -1.8650, 0.0742], [2.3091, -1.1495, -0.1910], [-1.1105, -0.6767, 1.3731], [2.6892, -0.1160, 0.4210], [-0.3485, -0.6777, 0.8283], [-2.6548, 0.2257, -2.0416]],
  "mulliken_charge": [0.26, 0.32, -0.35, 0.28, -0.71, 0.44, 0.24, 0.39, 0.23, -1.00, 0.31, 0.22, -0.63, 0.22, 0.19, 0.28, -0.66],
  "charge": 0,
  "orbital_gap_ha": 0.298,
  "de_lowest_kj_mol": 408.2
}

---

(4)
{
  "formula": "C10H13Br4NO2",
  "method": "ωB97M-V with the def2-TZVPD basis set",
  "elements": ["H", "H", "H", "C", "Br", "C", "H", "H", "Br", "Br", "H", "C", "H", "H", "O", "O", "C", "C", "H", "H", "N", "H", "H", "C", "Br", "C", "C", "C", "H", "C"],
  "positions_angstrom": [[3.787, -6.297, 3.328], [-0.020, 8.406, -0.609], [-2.511, 0.647, -2.481], [-3.431, -0.982, -1.470], [4.259, -8.331, 1.845], [-2.225, -1.855, 0.416], [-0.257, -0.856, 0.855], [5.682, -5.339, 1.097], [5.127, -3.911, 3.135], [0.569, 9.869, -2.689], [-0.558, 0.718, -0.947], [-2.341, -0.099, -1.719], [6.390, -6.067, 2.566], [3.348, -5.800, 1.986], [-1.228, -2.768, 2.351], [-3.057, -3.714, 1.780], [4.223, -6.352, 2.331], [5.521, -5.555, 2.153], [-1.757, 8.024, -3.131], [-4.230, -0.783, -2.170], [-2.200, -2.786, 1.621], [-1.885, 7.060, -1.537], [-1.270, 9.540, -1.185], [-0.578, 8.751, -1.480], [-0.036, 6.321, -2.844], [-1.290, 7.677, -2.209], [-3.442, -1.886, -0.338], [-1.312, -0.043, -0.813], [-4.169, -2.628, -0.043], [-1.109, -0.963, 0.200]],
  "forces_ev_per_a": [[1.2776, -0.7949, 0.7717], [0.1998, 0.0812, -0.3471], [0.4349, -0.0236, -0.1424], [0.8467, -0.0380, 0.9106], [0.0282, 1.8265, 0.1302], [-0.5239, 0.1955, 0.3288], [-0.1587, -0.4474, 0.1191], [0.0738, 0.2341, 0.2300], [0.4815, -0.0222, -0.2714], [-0.2169, -0.7449, 0.5481], [0.1654, 0.0882, -0.0233], [-2.3711, -1.0837, 1.2743], [-0.1549, 0.2774, 0.1501], [0.2013, -0.3890, -1.8200], [-0.1439, 1.1296, -0.4910], [1.0462, 2.9677, -1.2285], [-0.8635, -0.2243, 0.8390], [-1.0496, -0.9049, -0.0298], [-0.3876, -0.0349, 0.4815], [-0.5522, -0.8104, 0.2621], [-0.1738, -3.2582, 0.4144], [-0.4905, 0.5718, -0.1770], [-0.1851, -0.3412, 0.2799], [0.1622, 1.5551, -0.1298], [0.2940, -0.1918, -0.1435], [0.6215, -0.9003, -0.5097], [2.9041, 1.6873, -1.1123], [1.6427, 0.1474, -0.3942], [-0.2963, 0.2683, -0.2348], [-2.8119, -0.8202, 0.3149]],
  "mulliken_charge": [0.43, 0.38, 0.36, -0.24, -0.19, 0.45, 0.41, 0.32, -0.15, -0.13, 0.34, -0.52, 0.35, 0.48, -0.56, -0.57, -0.91, -0.34, 0.36, 0.34, 0.87, 0.34, 0.33, -0.59, -0.13, -0.56, -0.60, -0.25, 0.45, -0.49],
  "charge": 0,
  "orbital_gap_ha": 0.347,
  "de_lowest_kj_mol": 205.3
}

---

Number 4 is which compound?
C10H13Br4NO2

---

Look up the charge of the second one.
-1